Run one
{
  "formula": "C9H12O2S",
  "method": "ωB97M-V/def2-TZVPD",
  "species": ["C", "O", "C", "C", "C", "C", "C", "C", "S", "C", "C", "O", "H", "H", "H", "H", "H", "H", "H", "H", "H", "H", "H", "H"],
  "xyz": [[-1.51732, 1.72396, -0.24962], [-0.38899, 1.39589, 0.54925], [0.40400, 0.42652, 0.15207], [0.60162, 0.06967, -1.31180], [0.67476, -1.16421, -1.82242], [0.70227, -2.33452, -0.96791], [0.22718, -2.53510, 0.24417], [-0.40979, -1.33521, 0.91114], [-2.14680, -1.20130, 0.61927], [1.75081, 0.44966, 0.86833], [1.86421, 1.25410, 2.15203], [2.64869, -0.20161, 0.40796], [-2.25095, 1.98877, 0.56075], [-1.85287, 0.96224, -0.84374], [-1.53129, 2.68232, -0.82471], [0.43697, 0.83702, -2.00894], [0.61504, -1.40176, -2.92783], [1.16916, -3.07354, -1.53912], [0.31767, -3.47384, 0.80327], [-0.27722, -1.13466, 1.88946], [-2.07516, -2.02978, -0.46901], [1.26351, 2.20299, 1.92394], [2.96665, 1.16111, 2.38108], [1.21479, 0.78710, 2.96280]],
  "e_lumo_ev": 0.43,
  "charge": 0,
  "gap_ev": 8.14,
  "smiles": "CO/C(=C/C=C\\C=C\\S)C(C)=O"
}

Run two
{
  "formula": "C9H12O2S",
  "method": "ωB97M-V/def2-TZVPD",
  "species": ["C", "C", "C", "C", "C", "S", "O", "O", "C", "C", "C", "C", "H", "H", "H", "H", "H", "H", "H", "H", "H", "H", "H", "H"],
  "xyz": [[-2.76961, -1.17746, 0.32694], [-1.40430, -0.50074, 0.37056], [-0.29002, -1.06586, -0.06473], [0.20239, -2.37411, -0.72103], [1.21427, -0.03345, -0.10702], [2.70215, -0.51064, 0.69344], [3.61583, 0.59575, 0.64979], [3.29939, -1.75745, 0.19025], [0.92968, 1.35790, 0.26791], [0.99333, 2.19800, -1.01905], [-0.37266, 1.66432, 0.86529], [-1.42180, 0.89478, 0.84079], [-3.63613, -0.57152, -0.03320], [-3.12081, -1.55711, 1.31864], [-2.70351, -2.04406, -0.45822], [-0.68084, -3.02818, -0.71544], [1.18500, -2.72971, -0.29008], [0.29606, -2.10258, -1.76161], [1.61441, 1.76684, 0.97454], [0.77944, 3.30946, -0.71296], [0.24782, 1.66461, -1.70818], [2.03827, 2.10189, -1.44527], [-0.43855, 2.68613, 1.30833], [-2.27979, 1.21320, 1.23030]],
  "e_lumo_ev": [-1.62, -1.68],
  "charge": 0,
  "gap_ev": [7.29, 7.06],
  "smiles": "CC1=C(C)C(=S(=O)=O)[C@@H](C)C=C1"
}

Run three
{
  "formula": "C9H12O2S",
  "method": "ωB97M-V/def2-TZVPD",
  "species": ["C", "O", "C", "C", "C", "C", "C", "S", "O", "C", "C", "C", "H", "H", "H", "H", "H", "H", "H", "H", "H", "H", "H", "H"],
  "xyz": [[2.62213, 0.44851, 0.14659], [1.43821, 0.78152, -0.57850], [0.33795, -0.10600, -0.46824], [-0.12738, -0.16628, 0.96336], [-0.13486, -1.22098, 1.87473], [-0.46551, -0.75444, 3.17706], [-0.66437, 0.62603, 3.20136], [-0.44302, 1.43768, 1.66334], [0.24628, -1.25154, -1.22342], [-0.62709, -0.17206, -1.59745], [-2.12575, -0.16029, -1.33598], [-0.18297, 0.45793, -2.92569], [3.22936, 1.32248, -0.00170], [3.03897, -0.49975, -0.19537], [2.43342, 0.10785, 1.15685], [0.01887, -2.30204, 1.79028], [-0.37913, -1.23206, 4.09515], [-0.60367, 1.32095, 3.93500], [-2.47367, -1.05730, -0.96267], [-2.58474, -0.21626, -2.29155], [-2.49510, 0.65377, -0.72448], [-0.49646, -0.05389, -3.84680], [0.94950, 0.58839, -2.91850], [-0.51097, 1.44778, -2.93338]],
  "e_lumo_ev": 0.72,
  "charge": 0,
  "gap_ev": 9.41,
  "smiles": "CO[C@]1(c2cccs2)OC1(C)C"
}

Energies, relative to the best one, in eV: run one 1.707; run two 2.728; run three 0.000.

Run one
{
  "formula": "CH5N5",
  "method": "ωB97M-V/def2-TZVPD",
  "species": ["C", "N", "N", "N", "N", "N", "H", "H", "H", "H", "H"],
  "xyz": [[1.20665, 0.40866, -0.38475], [-0.19510, 0.56344, -0.33253], [-0.77892, -0.53830, -0.05534], [1.28698, -1.01896, -0.02026], [0.08809, -1.54898, 0.14434], [-2.22896, -0.41226, -0.14888], [1.54754, 0.51740, -1.36992], [1.76330, 1.01830, 0.33922], [1.97601, -1.69111, -0.14411], [-2.23442, -0.66840, -1.16225], [-2.43401, 0.54014, -0.08396]],
  "e_lumo_ev": [1.15, 1.16],
  "charge": 0,
  "gap_ev": [8.01, 8.01]
}

Run two
{
  "formula": "CH5N5",
  "method": "ωB97M-V/def2-TZVPD",
  "species": ["C", "N", "N", "N", "N", "N", "H", "H", "H", "H", "H"],
  "xyz": [[-1.32185, 1.18310, -0.19195], [0.73890, 0.58399, 0.12532], [1.34644, -1.59153, 0.05785], [-0.38229, 1.32819, 0.65982], [0.48004, -0.70800, -0.08538], [-0.71337, -0.99919, -0.33193], [-1.05927, 0.92310, -1.17397], [-2.17423, 1.81497, -0.04839], [1.66029, 0.65627, 0.53923], [2.16695, -1.21054, 0.53522], [-0.74160, -1.98037, -0.08583]],
  "e_lumo_ev": 1.06,
  "charge": 0,
  "gap_ev": 10.22
}

Energies, relative to the best one, in eV: run one 0.000; run two 0.428.

Run one
{
  "formula": "H4O2",
  "method": "ωB97M-V/def2-TZVPD",
  "species": ["O", "H", "H", "O", "H", "H"],
  "xyz": [[0.66346, 1.18403, -0.66060], [0.25729, 2.09014, -0.76899], [0.00516, 0.60502, -0.25201], [-0.61053, -1.11642, 0.61588], [-0.34645, -1.81112, -0.09747], [-0.33947, -1.42492, 1.47623]],
  "e_lumo_ev": 0.76,
  "charge": 0,
  "gap_ev": 11.70,
  "smiles": "O.O"
}

Run two
{
  "formula": "H4O2",
  "method": "ωB97M-V/def2-TZVPD",
  "species": ["O", "H", "H", "O", "H", "H"],
  "xyz": [[0.00253, 0.96711, 0.27639], [-0.43477, 1.27894, 1.06483], [0.90336, 0.98473, 0.61539], [-0.40039, -1.37270, -0.65204], [0.46372, -1.35460, -1.12956], [-0.53444, -0.50348, -0.17501]],
  "e_lumo_ev": 0.52,
  "charge": 0,
  "gap_ev": 10.96,
  "smiles": "O.O"
}

Run three
{
  "formula": "H4O2",
  "method": "ωB97M-V/def2-TZVPD",
  "species": ["O", "H", "H", "O", "H", "H"],
  "xyz": [[-1.80912, -0.04506, -0.26468], [-0.88628, 0.29502, -0.00228], [-2.25024, -0.15473, 0.61861], [1.23043, -0.05470, -0.15024], [1.84660, -0.76512, -0.12256], [1.86861, 0.72459, -0.07885]],
  "e_lumo_ev": 0.64,
  "charge": 0,
  "gap_ev": 11.51,
  "smiles": "O.O"
}

Energies, relative to the best one, in eV: run one 0.000; run two 0.158; run three 0.071.